Record 1
C5H10AgFN2O5 | ωB97M-V/def2-TZVPD

Last column: Löwdin spin population.
Positions of all 24 atoms, in Å:
1 N 0.259 2.751 -0.318  0.00
2 C -0.807 1.803 -0.808  0.00
3 C -1.070 0.654 0.317  0.00
4 N 0.026 -0.332 0.181  0.01
5 C 0.616 -0.746 1.489  0.00
6 O 1.390 0.382 2.000  0.00
7 O 2.642 0.315 1.435  0.00
8 C -0.306 -1.469 -0.692  0.02
9 O -0.611 -2.674 0.058  0.01
10 F -1.418 -1.260 -1.577  0.01
11 C 0.992 -1.694 -1.658  0.03
12 O 2.137 -1.647 -1.158  0.03
13 O 0.742 -1.890 -3.032  0.89
14 H 1.191 2.379 -0.592  0.00
15 H 0.290 2.752 0.715  0.00
16 H -0.314 1.252 -1.695  0.00
17 H -1.767 2.346 -1.110  0.00
18 H -0.970 1.151 1.355  0.00
19 H -2.143 0.214 0.280  0.00
20 H 1.374 -1.594 1.340  0.00
21 H -0.147 -0.986 2.303  0.00
22 H 3.093 1.170 1.633  0.00
23 H -1.302 -3.129 -0.483  0.00
24 Ag -3.897 0.254 0.016  0.00

## Properties
total charge	+1
HOMO-LUMO gap (spin up / spin down)	6.01 / 6.01	eV
expectation value of S²	0.755
spin multiplicity	2
E_tot	-25265.956	eV


Record 2
C5H10BF8I2NbO4P | ωB97M-V/def2-TZVPD

Last column: natural (NBO) charge in e.
Positions of all 32 atoms, in Å:
1 O 3.998 -0.213 1.215  -1.12
2 P 4.752 -1.593 1.443  0.87
3 Nb 3.116 -3.567 1.302  0.99
4 I 5.372 -5.294 0.971  -0.37
5 I 1.484 -5.881 1.345  -0.27
6 B 1.281 -2.185 1.386  0.75
7 O 0.674 -1.586 0.160  -1.00
8 O 0.719 -1.934 2.757  -0.93
9 H 5.887 -1.788 0.541  -0.05
10 H 5.333 -1.612 2.793  -0.06
11 H 3.017 -3.456 -0.516  -0.40
12 H 3.206 -3.672 3.105  -0.37
13 H 1.382 -1.232 -0.458  0.51
14 H -0.222 -1.590 2.693  0.48
15 C -1.040 2.554 -0.348  -0.14
16 C -1.663 1.348 0.372  0.59
17 C -1.746 0.076 -0.462  0.50
18 F -2.523 0.231 -1.559  -0.33
19 F -2.305 -0.934 0.259  -0.33
20 F -2.881 1.700 0.862  -0.32
21 F -0.884 1.088 1.470  -0.32
22 O -1.961 3.495 -0.905  -0.51
23 C -2.444 3.179 -2.210  0.85
24 C -3.960 2.952 -2.242  0.50
25 F -4.328 1.926 -1.434  -0.31
26 F -4.381 2.628 -3.494  -0.33
27 F -1.742 2.132 -2.707  -0.31
28 F -2.122 4.247 -2.990  -0.33
29 H -0.500 3.127 0.416  0.23
30 H -0.266 2.261 -1.067  0.22
31 H -0.755 -0.257 -0.781  0.18
32 H -4.497 3.847 -1.917  0.15

## Properties
total charge	-1
HOMO-LUMO gap	6.36	eV
E_tot	-62995.066	eV


Record 3
C5H10BNO2 | ωB97M-V/def2-TZVPD

Last column: natural (NBO) charge in e.
Positions of all 19 atoms, in Å:
1 C 1.612 -1.262 0.556  -1.03
2 B 1.341 0.120 -0.136  1.08
3 O 2.275 1.142 0.029  -0.92
4 C 0.084 0.468 -1.026  -0.70
5 C -0.805 1.358 -0.101  -0.39
6 C -1.601 0.322 0.691  -0.23
7 N -1.753 -0.841 -0.220  -0.65
8 C -0.876 -0.657 -1.320  0.70
9 O -0.981 -1.256 -2.381  -0.56
10 H 1.965 -1.089 1.570  0.23
11 H 2.406 -1.780 0.029  0.27
12 H 0.740 -1.900 0.616  0.22
13 H 2.208 1.497 0.913  0.50
14 H 0.327 0.949 -1.964  0.27
15 H -1.421 2.009 -0.700  0.22
16 H -0.222 1.921 0.616  0.21
17 H -2.586 0.693 0.943  0.20
18 H -1.109 0.010 1.607  0.18
19 H -1.604 -1.704 0.276  0.39

## Properties
HOMO-LUMO gap	9.89	eV
relative energy (zero: lowest compared OMol25 entry of this formula, charge and spin)	4.8	kJ/mol
SMILES string	CB(O)[C@@H]1CCNC1=O
E_tot	-11609.846	eV


Record 4
C5H10BNO3 | ωB97M-V/def2-TZVPD

Last column: Löwdin spin population.
Positions of all 20 atoms, in Å:
1 B -0.095 1.900 0.281  0.06
2 C 0.723 -0.550 -0.154  0.66
3 C -0.031 -1.190 -1.102  0.58
4 C -0.054 0.285 0.762  0.13
5 C 0.389 -2.029 -2.256  0.08
6 C 0.239 -0.048 2.282  0.05
7 N -1.652 -0.344 0.311  0.04
8 O -1.343 -1.102 -0.931  0.26
9 O 0.306 2.834 1.152  0.02
10 O -0.579 2.178 -0.941  0.02
11 H 1.857 -0.487 -0.045  0.04
12 H -0.114 -3.027 -2.096  0.03
13 H 1.511 -2.056 -2.293  0.00
14 H -0.083 -1.644 -3.120  0.02
15 H -0.604 0.438 2.917  0.00
16 H 1.233 0.237 2.445  0.00
17 H 0.312 -1.097 2.472  0.01
18 H -1.745 -0.943 1.060  0.01
19 H 0.383 3.727 0.793  0.00
20 H -0.653 2.919 -1.535  0.00

## Properties
HOMO-LUMO gap (spin up / spin down)	4.29 / 8.61	eV
expectation value of S²	2.006
relative energy (zero: lowest compared OMol25 entry of this formula, charge and spin)	0.0	kJ/mol
spin multiplicity	3
E_tot	-13651.464	eV


Record 5
C5H10BrN2 | ωB97M-V/def2-TZVPD

Last column: natural (NBO) charge in e.
Positions of all 18 atoms, in Å:
1 C -1.676 -0.893 1.109  0.40
2 C 1.153 1.092 -0.119  -0.04
3 C 0.489 1.607 -1.342  -0.43
4 C 1.252 0.451 -2.027  -0.42
5 C 1.560 -0.035 -0.671  -0.24
6 N -0.947 -1.899 0.607  -0.73
7 N -1.487 -0.270 2.263  -0.70
8 Br 0.989 1.684 1.733  0.02
9 H -2.570 -0.749 0.527  0.23
10 H -0.572 1.343 -0.968  0.21
11 H 0.637 2.717 -1.685  0.24
12 H 0.797 -0.206 -2.778  0.22
13 H 2.235 0.785 -2.450  0.24
14 H 1.942 -1.005 -0.304  0.21
15 H -0.049 -2.215 1.037  0.43
16 H -0.967 -2.201 -0.429  0.46
17 H -2.144 0.401 2.622  0.45
18 H -0.641 -0.608 2.876  0.45

## Properties
total charge	+1
HOMO-LUMO gap	8.59	eV
relative energy (zero: lowest compared OMol25 entry of this formula, charge and spin)	272.4	kJ/mol
E_tot	-78360.943	eV


Record 6
C5H10BrN4O5 | ωB97M-V/def2-TZVPD

Last column: natural (NBO) charge in e.
Positions of all 25 atoms, in Å:
1 C -0.422 4.047 -0.597  -0.26
2 O -0.426 2.712 -1.071  -0.34
3 N -1.105 1.797 -0.279  0.05
4 N -2.208 1.063 -1.059  0.65
5 O -2.934 1.756 -1.634  -0.22
6 O -2.037 -0.126 -1.047  -0.34
7 N -0.133 0.852 0.202  0.22
8 O 1.083 1.046 0.119  -0.36
9 C -0.674 -0.211 0.791  -0.04
10 Br -2.286 0.039 1.689  0.19
11 C 0.071 -1.488 1.047  0.61
12 O -0.318 -2.338 1.960  -0.64
13 N 1.071 -1.948 0.301  -0.28
14 C 1.467 -1.242 -0.867  -0.47
15 C 1.592 -3.250 0.631  -0.44
16 H -1.512 4.398 -0.476  0.20
17 H -0.017 4.755 -1.195  0.22
18 H 0.213 4.203 0.425  0.19
19 H -1.257 -2.205 2.438  0.56
20 H 2.081 -1.874 -1.471  0.24
21 H 0.758 -0.910 -1.692  0.24
22 H 1.844 -0.243 -0.528  0.28
23 H 2.277 -3.600 -0.152  0.24
24 H 2.191 -3.332 1.626  0.25
25 H 0.681 -3.901 0.839  0.25

## Properties
total charge	+1
HOMO-LUMO gap	8.13	eV
relative energy (zero: lowest compared OMol25 entry of this formula, charge and spin)	140.3	kJ/mol
SMILES string	CON([N+](=O)[O-])[N+](=O)/C(Br)=C(/O)N(C)C
E_tot	-91569.513	eV